Entry 1:
Computed, not measured: the molecule C4H8N2O2 at a distorted geometry, with wB97M-V/def2-TZVPD.

Energy relative to the best compared isomer or geometry (same formula, charge and spin) in kcal per mole: 55.3
SMILES: N[C@H](C=O)[C@H](N)C=O

XYZ file:
```
16
Properties=species:S:1:pos:R:3:forces:R:3:lowdin_charge:R:1
N 0.159910 1.435681 -0.886772 0.188 -0.123 0.252 0.06
C -0.100662 0.743432 0.382542 1.928 0.305 1.397 -0.34
C 1.130871 0.992173 1.362573 -0.313 1.818 -0.197 -0.19
O 1.260064 2.002588 2.042846 -0.463 -1.667 -0.933 0.03
C -0.264082 -0.761243 0.244539 -2.159 -0.318 -0.999 -0.34
N 0.726934 -1.392103 -0.637643 -0.315 0.116 -0.033 0.06
C -1.718461 -1.021153 -0.352334 0.371 -1.815 0.091 -0.19
O -2.346434 -2.057837 -0.175211 0.997 1.696 0.019 0.03
H 0.275330 2.433887 -0.693969 -0.138 -0.360 -0.114 0.09
H 1.054140 1.120465 -1.266400 -0.198 0.076 0.070 0.08
H -0.976818 1.187924 0.865525 0.039 -0.096 -0.133 0.15
H 1.974883 0.278396 1.263870 -0.236 -0.106 0.123 0.12
H -0.239227 -1.247469 1.225087 0.095 0.103 -0.096 0.15
H 0.606298 -1.039159 -1.588442 0.039 -0.084 0.203 0.08
H 0.526988 -2.394454 -0.685195 0.159 0.362 0.079 0.09
H -2.069733 -0.281127 -1.101018 0.007 0.095 0.271 0.12
```
Positions in Å, forces in eV/Å.

Entry 2:
Computed, not measured: the molecule C4H8N2O2 at a distorted geometry, with wB97M-V/def2-TZVPD.

Energy relative to the best compared isomer or geometry (same formula, charge and spin) in kcal per mole: 137.8
SMILES: C=CC(=O)NN(C)O

XYZ file:
```
16
Properties=species:S:1:pos:R:3:forces:R:3:lowdin_charge:R:1
C -2.008191 -0.047669 0.320940 0.385 0.004 0.281 0.03
C -0.899914 -0.359766 1.003653 -1.226 -2.199 -0.385 -0.15
C -0.000161 -1.497791 0.452616 -0.229 2.003 2.040 -0.55
O 0.121067 -2.507704 1.120491 -0.157 -0.144 -0.595 0.06
N 0.618065 -1.205417 -0.696710 1.280 2.237 -1.302 0.15
N 1.307406 0.327353 -1.008166 -0.314 -3.479 -1.767 -0.15
C 1.295616 1.164170 0.115227 -2.827 -0.429 3.220 -0.11
O 0.628005 0.867543 -2.077402 -0.115 0.008 0.172 -0.04
H -2.092905 -0.282490 -0.730488 -0.058 -0.173 -0.080 0.07
H -2.861074 0.416506 0.795529 0.067 0.292 -0.016 0.06
H -0.854737 -0.226437 2.079330 0.086 0.078 -0.037 0.12
H 1.271282 -1.920770 -0.999915 0.186 0.420 -0.088 0.13
H 0.267838 0.925155 0.712694 2.370 1.688 -1.270 0.08
H 2.048132 0.836341 0.829864 0.371 0.200 -0.243 0.10
H 1.359861 2.224716 -0.136930 0.133 -0.345 -0.145 0.10
H -0.200291 1.286262 -1.780732 0.049 -0.158 0.216 0.10
```
Positions in Å, forces in eV/Å.

Entry 3:
Computed, not measured: the molecule C4H8N2O3 at a distorted geometry, with wB97M-V/def2-TZVPD.

Energy relative to the best compared isomer or geometry (same formula, charge and spin) in kcal per mole: 22.3
SMILES: NC(=O)C[C@H](N)C(=O)O

XYZ file:
```
17
Properties=species:S:1:pos:R:3:forces:R:3:lowdin_charge:R:1
N 0.888676 -1.898542 -1.030227 0.134 -0.399 -1.570 0.12
C 0.327517 -0.890667 -1.794121 0.629 -0.282 1.126 -0.59
O 0.435272 -0.677781 -2.975114 0.454 -0.663 -0.916 0.06
C -0.457674 0.036002 -0.952306 -2.691 -2.031 3.095 -0.07
C 0.267183 0.463610 0.344116 -0.466 0.919 0.637 -0.30
N 0.655846 -0.586439 1.266939 -2.869 -1.045 0.375 0.01
C -0.715204 1.359361 1.158240 0.837 1.032 -1.568 -0.48
O -1.264408 1.053643 2.176681 -0.093 -0.251 0.101 0.11
O -0.916963 2.552948 0.543920 -0.648 -0.174 0.893 0.10
H 0.718201 -1.853049 0.018612 0.765 -0.281 -1.583 0.08
H 1.461856 -2.584967 -1.572961 -0.817 0.858 1.193 0.13
H -1.030188 0.788066 -1.478348 0.570 0.372 -0.131 0.12
H -1.278773 -0.648560 -0.460171 0.922 1.004 -1.150 0.17
H 1.187520 0.946029 0.052877 0.091 0.864 0.045 0.15
H 1.528669 -0.335238 1.688195 -0.069 -0.128 0.818 0.09
H -0.213496 -0.730522 1.914066 2.730 0.347 -0.844 0.14
H -1.594037 3.006105 1.099601 0.521 -0.142 -0.524 0.14
```
Positions in Å, forces in eV/Å.

Entry 4:
Computed, not measured: the molecule C4H8N2O3 at a distorted geometry, with wB97M-V/def2-TZVPD.

Energy relative to the best compared isomer or geometry (same formula, charge and spin) in kcal per mole: 23.2
SMILES: CO/C(N)=N/CC(=O)O

XYZ file:
```
17
Properties=species:S:1:pos:R:3:forces:R:3:lowdin_charge:R:1
C 2.523498 -0.312850 0.036073 0.223 0.439 0.217 -0.06
O 1.568208 -1.362288 0.052772 0.117 -0.524 0.157 -0.05
C 0.275140 -1.037066 0.083561 -0.205 1.009 -1.483 -0.50
N -0.512586 -2.108054 -0.162338 -0.935 -0.678 0.229 0.18
N -0.107325 0.185753 0.126611 0.338 -0.759 0.620 0.05
C -1.504061 0.491923 0.258625 -0.542 0.070 0.333 -0.14
C -1.700501 1.975541 -0.018810 -0.626 0.894 -0.347 -0.52
O -2.771437 2.538219 0.027630 0.728 -0.606 0.054 0.08
O -0.576184 2.612826 -0.377949 0.027 -0.351 0.380 0.09
H 3.502422 -0.800349 0.002545 -0.280 0.098 0.011 0.09
H 2.388272 0.323538 -0.848182 0.000 -0.173 0.213 0.09
H 2.438580 0.301386 0.942062 0.039 -0.120 -0.255 0.09
H -0.099042 -3.024378 -0.244335 -0.003 0.272 -0.036 0.11
H -1.465726 -1.986328 -0.513213 0.838 -0.004 0.458 0.11
H -2.216556 -0.031553 -0.403770 0.349 0.067 -0.101 0.13
H -1.882576 0.293273 1.277515 0.186 0.101 -0.244 0.14
H 0.139873 1.940407 -0.238797 -0.254 0.264 -0.206 0.09
```
Positions in Å, forces in eV/Å.

Entry 5:
Computed, not measured: the molecule C4H8N2OS at a distorted geometry, with wB97M-V/def2-TZVPD.

Energy relative to the best compared isomer or geometry (same formula, charge and spin) in kcal per mole: 117.8
SMILES: C=C(CN)S/C=N\O

XYZ file:
```
16
Properties=species:S:1:pos:R:3:forces:R:3:lowdin_charge:R:1
C 0.002643 -1.914831 -0.874821 -0.520 -1.519 1.789 -0.02
C -0.233206 -0.675545 -0.483292 0.878 -1.418 1.260 -0.70
C -0.231589 -0.339089 0.993432 1.246 2.834 0.972 -0.37
N -0.192541 -1.493414 1.870836 -1.256 -0.436 3.810 -0.09
S -0.462526 0.469986 -1.743414 -0.009 1.767 -0.123 0.93
C 0.920176 1.534246 -1.167442 0.972 -3.969 0.042 -0.46
N 0.801536 2.739667 -0.950277 1.096 3.307 0.415 -0.09
O -0.406978 3.465936 -1.179552 0.383 -3.829 0.580 -0.08
H 0.170720 -2.761964 -0.178134 -0.101 0.956 -0.246 0.08
H -0.275682 -2.210171 -1.831036 0.299 -0.315 -1.972 0.03
H 0.654155 0.327490 1.346951 -1.019 -1.001 -1.256 0.13
H -1.040835 0.425554 1.152070 0.110 -0.966 0.061 0.12
H -1.267734 -1.681508 2.325776 4.400 0.679 -1.268 0.16
H 0.644837 -1.364910 2.674482 -3.685 -0.456 -2.647 0.15
H 1.930451 0.825593 -0.877932 -2.735 2.616 -0.857 0.17
H -1.013427 2.652960 -1.077646 -0.059 1.749 -0.558 0.05
```
Positions in Å, forces in eV/Å.

Entry 6:
Computed, not measured: a cluster of 2 separate species, C4H8N2OS in total at a distorted geometry, with wB97M-V/def2-TZVPD.

Energy relative to the best compared isomer or geometry (same formula, charge and spin) in kcal per mole: 55.5
SMILES: NS/C=C\O.CC#N

XYZ file:
```
16
Properties=species:S:1:pos:R:3:forces:R:3:lowdin_charge:R:1
N -2.002664 0.932714 -0.960173 -2.508 -1.810 2.401 -0.33
S -1.542599 1.048660 0.696808 0.105 -1.570 -0.051 0.78
C -0.898550 -0.612224 1.167426 -0.361 0.298 0.992 -0.42
C -0.507899 -1.660390 0.393608 -0.433 1.537 0.892 -0.29
O -0.695897 -1.753323 -0.939152 0.421 -1.529 -0.178 -0.02
H -3.051772 0.999741 -1.018740 1.869 0.196 -0.327 0.06
H -1.457977 1.553777 -1.456022 0.953 1.708 -1.624 -0.06
H -0.930290 -0.612619 2.331835 0.557 -0.363 -2.265 0.08
H 0.015366 -2.545678 0.760608 -0.548 0.201 0.384 0.11
H -0.566250 -0.970689 -1.451454 -0.231 1.302 -0.095 0.05
C 2.186175 0.445366 0.486991 0.918 -0.257 0.509 -0.08
C 1.502950 0.929664 -0.664068 0.567 0.349 0.768 -0.34
N 0.923928 1.478714 -1.467265 -1.091 0.671 -1.879 0.16
H 1.436241 0.542629 1.330327 1.611 0.268 -0.479 0.09
H 3.269229 0.821673 0.476394 -1.826 0.081 0.765 0.12
H 2.320016 -0.598013 0.312878 -0.002 -1.083 0.188 0.06
```
Positions in Å, forces in eV/Å.

Entry 7:
Computed, not measured: the molecule C4H8N2OS at a distorted geometry, with wB97M-V/def2-TZVPD.

Energy relative to the best compared isomer or geometry (same formula, charge and spin) in kcal per mole: 109.6
SMILES: CC1=NO[C@H](C)SN1

XYZ file:
```
16
Properties=species:S:1:pos:R:3:forces:R:3:lowdin_charge:R:1
C -2.641830 0.005613 0.246024 -2.927 -2.787 0.970 -0.06
C -1.183600 -0.093176 -0.112294 -4.043 1.833 0.905 -0.61
N -0.761511 -1.115018 -0.653764 0.613 -1.689 -1.426 0.12
O 0.566055 -1.044618 -1.018907 -0.101 -2.515 -2.427 -0.16
C 1.432219 -0.430255 -0.209358 0.654 0.131 4.027 -0.66
C 1.250781 -0.991657 1.262865 1.449 -1.895 1.478 -0.11
S 0.988508 1.317528 -0.193000 2.101 1.432 -1.105 0.91
N -0.615295 1.114400 0.209657 0.938 0.042 5.624 -0.33
H -3.243669 -1.102891 0.362694 1.773 3.015 -1.265 0.15
H -2.744103 0.248864 1.312658 0.268 0.624 -0.209 0.05
H -3.223012 0.794044 -0.352249 0.950 -1.443 0.744 0.10
H 2.429814 -0.743088 -0.522556 -0.015 0.903 -0.316 0.13
H 0.205633 -1.137147 1.504468 -0.303 0.883 0.372 0.04
H 1.465245 -2.091641 1.250519 0.404 0.651 -0.471 0.08
H 1.878555 -0.674841 2.223610 -1.338 0.188 -2.510 0.12
H -0.620810 1.044365 1.445450 -0.424 0.626 -4.388 0.21
```
Positions in Å, forces in eV/Å.

Entry 8:
Computed, not measured: a cluster of 2 separate species, C4H8N2OS in total at a distorted geometry, with wB97M-V/def2-TZVPD.

Energy relative to the best compared isomer or geometry (same formula, charge and spin) in kcal per mole: 113.7

XYZ file:
```
16
Properties=species:S:1:pos:R:3:forces:R:3:lowdin_charge:R:1
C -1.792089 0.739897 1.733081 1.611 -0.968 2.149 -0.38
C 1.411173 -0.696990 -0.828177 1.718 -0.567 -0.533 -0.10
C 0.157787 0.058528 -0.974582 0.657 2.467 0.034 -0.19
C 0.611711 -0.260026 0.410155 -0.660 -1.671 -1.126 -0.45
N -2.464648 1.044265 0.659355 0.845 -1.278 -2.476 0.14
N -0.374056 -1.157224 0.991048 -0.207 1.294 -0.421 -0.46
O -1.556086 1.077523 2.845092 -0.535 0.243 -0.822 0.09
S 0.049881 -1.942988 2.366026 -0.416 -0.422 0.712 0.74
H 1.462503 -1.760434 -1.145022 -0.098 0.887 0.347 0.11
H 2.397844 -0.096023 -1.002560 -2.008 -1.242 0.400 0.14
H 0.080228 1.060757 -1.377199 0.688 0.232 0.078 0.10
H -0.757157 -0.399047 -1.135364 -1.227 -1.609 -0.750 0.06
H 1.193818 0.372173 1.005310 0.283 1.201 1.114 0.11
H -2.043895 0.363669 -0.085279 -1.709 2.186 1.186 0.12
H -2.821734 1.997827 0.454036 0.357 -0.931 0.079 0.14
H 1.369753 -1.973278 2.260294 0.700 0.177 0.029 -0.15
```
Positions in Å, forces in eV/Å.